{"formula": "C15H29N7O11PmS2", "method": "wB97M-V/def2-TZVPD", "total_charge": -1, "de_lowest_kcal_mol": 32.1, "multiplicity": 5, "homo_energy_ev": -6.083, "s2": 6.00, "symbols": ["Pm", "O", "C", "C", "N", "C", "C", "O", "O", "C", "C", "O", "O", "H", "H", "H", "H", "H", "H", "H", "H", "H", "N", "C", "C", "C", "C", "N", "C", "N", "N", "C", "O", "O", "H", "H", "H", "H", "H", "H", "H", "H", "H", "H", "H", "H", "H", "H", "O", "S", "O", "O", "O", "S", "C", "N", "C", "C", "N", "H", "H", "H", "H", "H", "H"], "xyz": [[0.41944, 0.75458, 0.64223], [-2.01984, -0.63789, -0.23004], [-2.56043, -1.58955, 0.67306], [-1.42047, -2.21880, 1.44840], [-0.55742, -1.23549, 2.10921], [0.68201, -1.90355, 2.54026], [1.60720, -2.10786, 1.32003], [2.56617, -2.87644, 1.39780], [1.27487, -1.44315, 0.27609], [-1.27118, -0.51490, 3.17361], [-2.11379, 0.63138, 2.57367], [-3.27239, 0.79489, 3.00294], [-1.58330, 1.31605, 1.65069], [-2.77306, -0.07999, -0.52443], [-3.08739, -2.37537, 0.12142], [-3.27967, -1.12208, 1.34805], [-0.79980, -2.78188, 0.75066], [-1.84071, -2.91733, 2.18624], [0.49081, -2.86150, 3.03435], [1.21896, -1.24548, 3.21879], [-0.54073, -0.03579, 3.82353], [-1.91852, -1.17297, 3.76016], [0.05651, -0.14569, -1.93145], [1.46640, -0.09075, -2.30375], [1.81761, -0.83307, -3.60849], [2.47346, -2.20078, -3.35186], [3.99455, -2.27219, -3.06109], [4.69593, -1.10983, -2.55154], [4.88096, -0.79093, -1.26755], [5.51632, 0.36605, -0.99754], [4.59424, -1.63149, -0.26160], [1.87442, 1.41910, -2.19993], [2.85169, 1.79150, -2.89479], [1.19099, 2.08522, -1.39763], [-0.26177, -1.10194, -1.83795], [-0.51860, 0.33591, -2.61155], [1.99248, -0.57843, -1.47869], [2.44032, -0.21309, -4.25909], [0.87739, -1.01157, -4.13374], [2.32382, -2.82589, -4.23501], [1.92509, -2.66953, -2.52890], [4.49861, -2.51043, -4.00146], [4.18863, -3.09966, -2.37937], [4.72637, -0.28963, -3.17197], [5.47660, 1.06230, -1.74426], [5.28458, 0.74201, -0.08388], [3.85967, -2.32328, -0.35598], [4.53653, -1.16769, 0.63856], [2.70769, 0.88478, 1.09704], [2.19648, 1.80972, 2.19645], [1.23746, 2.71176, 1.50021], [1.37109, 0.90906, 3.03978], [3.27075, 2.47869, 2.87339], [-4.85133, 0.64852, -0.98036], [-5.25236, 1.91998, 0.03831], [-6.22720, 2.82712, -0.27039], [-6.22285, 3.95393, 0.65491], [-5.34578, 3.41733, 1.79884], [-4.73637, 2.22916, 1.21714], [-6.51085, 2.92381, -1.22769], [-7.23466, 4.19092, 0.98398], [-5.78693, 4.84783, 0.20033], [-5.93581, 3.15868, 2.68100], [-4.57424, 4.12389, 2.10336], [-4.08866, 1.65172, 1.80750]]}

---

{"formula": "C15H29ORu", "method": "wB97M-V/def2-TZVPD", "total_charge": 2, "de_lowest_kcal_mol": 12.3, "multiplicity": 6, "homo_energy_ev": [-15.283, -17.511], "s2": 8.76, "symbols": ["C", "H", "H", "H", "C", "H", "H", "C", "H", "H", "H", "C", "C", "C", "C", "C", "C", "C", "C", "C", "C", "Ru", "H", "H", "H", "H", "H", "H", "H", "H", "H", "H", "H", "H", "H", "H", "H", "C", "C", "O", "H", "H", "H", "H", "H", "H"], "xyz": [[1.53882, 2.65673, 0.27143], [1.86625, 3.30396, 1.08701], [2.21847, 2.97327, -0.52534], [1.70584, 1.68171, 0.52230], [0.04361, 2.80073, -0.10388], [-0.27318, 1.85543, -0.66140], [-0.63863, 2.91111, 0.76410], [-0.04619, 4.08355, -0.98501], [-1.02993, 4.50331, -1.22905], [0.53953, 4.83716, -0.44631], [0.48827, 3.87129, -1.90861], [-0.84220, -2.31682, -0.79965], [-1.23812, -1.12377, -1.57127], [-0.05105, -0.46901, -2.00528], [1.06536, -1.11309, -1.42860], [0.59562, -2.17374, -0.58877], [1.47466, -3.02170, 0.22802], [2.48599, -0.80686, -1.74477], [0.06168, 0.62791, -3.00709], [-2.60243, -0.65185, -1.82546], [-1.72221, -2.97697, 0.16618], [-0.51263, -0.64381, 0.33828], [3.16790, -1.07844, -0.94179], [2.84654, -1.34811, -2.62846], [2.66101, 0.24774, -1.96536], [2.46333, -2.58005, 0.35753], [1.06670, -3.22084, 1.21367], [1.61179, -3.97589, -0.27355], [-2.62055, -2.39391, 0.39303], [-2.04066, -3.96678, -0.15790], [-1.22490, -3.10261, 1.13961], [-2.57983, 0.38198, -2.19378], [-3.18941, -1.22958, -2.55484], [-3.18616, -0.64176, -0.89873], [0.91746, 1.29366, -2.84339], [0.21371, 0.23818, -4.02142], [-0.82000, 1.26084, -3.07017], [0.06899, -0.05756, 4.54173], [-0.89459, -0.47437, 3.40408], [-0.75930, 0.36649, 2.21507], [1.09817, 0.04608, 4.19224], [0.05721, -0.81457, 5.34642], [-0.24721, 0.90229, 4.98353], [-0.69982, -1.47990, 3.02597], [-1.95122, -0.44085, 3.73292], [-1.08666, 1.25939, 2.45675]]}

---

{"formula": "C15H29SSm", "method": "wB97M-V/def2-TZVPD", "total_charge": 2, "multiplicity": 6, "homo_energy_ev": [-14.889, -14.880], "s2": 8.82, "symbols": ["C", "H", "H", "H", "C", "H", "H", "C", "H", "H", "H", "C", "C", "C", "C", "C", "C", "C", "C", "C", "C", "Sm", "H", "H", "H", "H", "H", "H", "H", "H", "H", "H", "H", "H", "H", "H", "H", "C", "S", "C", "H", "H", "H", "H", "H", "H"], "xyz": [[0.97839, -0.21709, -2.42686], [0.97094, -0.10298, -3.50579], [1.54573, 0.62503, -1.99486], [-0.47526, 0.02943, -2.20351], [1.54113, -1.60501, -2.07462], [1.91904, -1.66952, -1.02132], [0.75153, -2.37601, -2.17440], [2.72097, -1.97425, -3.00200], [3.05689, -2.99445, -2.80144], [2.40820, -1.90167, -4.04742], [3.55615, -1.28790, -2.83271], [-0.47242, 0.60931, 1.83605], [0.76071, -0.11282, 1.91084], [1.69966, 0.52160, 1.03011], [1.04207, 1.63887, 0.41752], [-0.30575, 1.68462, 0.90785], [-1.29846, 2.75831, 0.64038], [1.69499, 2.67950, -0.42109], [3.12917, 0.15647, 0.83808], [0.99191, -1.33595, 2.72520], [-1.70876, 0.31125, 2.60783], [-0.09871, -0.54068, -0.53988], [0.94988, 3.31133, -0.91805], [2.33089, 3.33802, 0.19379], [2.34161, 2.24963, -1.19703], [-1.00914, 3.36249, -0.22807], [-2.29992, 2.34987, 0.44594], [-1.38618, 3.44207, 1.50187], [-1.84698, -0.76906, 2.75558], [-1.68051, 0.77748, 3.60675], [-2.60593, 0.68926, 2.09876], [1.89145, -1.87343, 2.39895], [1.12502, -1.08455, 3.78990], [0.14196, -2.03358, 2.66427], [3.42716, 0.18458, -0.22144], [3.78958, 0.85860, 1.37312], [3.33926, -0.85015, 1.21955], [-3.71928, -2.21499, 0.30378], [-2.74177, -1.38134, -0.98669], [-3.55550, 0.24444, -1.04775], [-3.03765, -2.74157, 0.98057], [-4.36006, -2.94015, -0.21279], [-4.33435, -1.49755, 0.85695], [-4.26351, 0.19885, -1.88593], [-4.08841, 0.45020, -0.11049], [-2.81574, 1.03351, -1.24951]]}

---

{"formula": "C15H30BCl2F4N3S5SeW", "method": "wB97M-V/def2-TZVPD", "total_charge": 2, "de_lowest_kcal_mol": 29.2, "multiplicity": 3, "homo_energy_ev": [-13.885, -14.535], "s2": 2.02, "symbols": ["W", "C", "C", "S", "C", "C", "S", "C", "C", "S", "C", "C", "S", "H", "H", "H", "H", "H", "H", "H", "H", "H", "H", "H", "H", "H", "H", "H", "H", "Se", "C", "N", "F", "B", "F", "F", "F", "Cl", "C", "Cl", "H", "H", "C", "N", "C", "C", "S", "N", "C", "C", "H", "H", "H", "H", "H", "H", "H", "H", "H", "H", "H", "H"], "xyz": [[0.32364, 0.46801, 0.10843], [1.54833, 3.16685, -2.23335], [2.99852, 2.75035, -2.04588], [3.21183, 1.07967, -1.41692], [3.14916, 0.06134, -2.89251], [1.78815, 0.01422, -3.57459], [0.44264, -0.43597, -2.43809], [-0.92370, 0.44730, -3.23011], [-2.17135, 0.36635, -2.37424], [-2.03238, 1.05852, -0.70098], [-2.24129, 2.83394, -0.95297], [-1.01494, 3.57432, -1.43890], [0.53510, 2.94437, -0.73766], [1.06672, 2.64475, -3.05601], [1.49076, 4.24091, -2.42287], [3.48634, 3.39244, -1.31600], [3.53509, 2.85180, -2.99053], [3.45519, -0.92914, -2.55434], [3.89748, 0.41607, -3.60057], [1.78093, -0.75387, -4.34739], [1.53857, 0.96687, -4.03695], [-1.11171, -0.03745, -4.18816], [-0.61818, 1.47587, -3.41361], [-2.46333, -0.66922, -2.21205], [-3.00475, 0.88519, -2.84825], [-2.55890, 3.20242, 0.01628], [-3.07035, 2.94813, -1.65182], [-1.07037, 4.61715, -1.12867], [-0.91849, 3.53340, -2.52227], [-0.60646, 0.97766, 2.39266], [-1.01890, 2.75029, 2.07601], [-1.28063, 3.84490, 1.81808], [1.06777, -1.65944, 2.43253], [2.27583, -1.69310, 1.74958], [1.91541, -0.86467, 0.35895], [3.25809, -0.93591, 2.29660], [2.63698, -2.90531, 1.27565], [4.89744, 3.09026, 1.08117], [4.12857, 1.63362, 1.66052], [2.31169, 1.74884, 1.64974], [4.36573, 1.49285, 2.70590], [4.41082, 0.78176, 1.06082], [-3.52743, -0.84847, 1.75117], [-2.43152, -1.66235, 2.27519], [-2.37092, -1.74574, 3.74265], [-1.58218, -2.33717, 1.49219], [-0.93302, -1.70263, -0.04053], [-1.25614, -3.58375, 1.78110], [-2.12453, -4.43705, 2.61174], [-0.12461, -4.32281, 1.19754], [-4.45941, -1.20873, 2.18960], [-3.59266, -0.95043, 0.67347], [-3.39832, 0.19829, 2.01924], [-2.44493, -0.72944, 4.12821], [-1.41611, -2.15971, 4.05540], [-3.19003, -2.33160, 4.15873], [-3.13994, -4.05728, 2.60950], [-1.75473, -4.51198, 3.63291], [-2.11922, -5.42973, 2.16881], [0.56165, -3.65978, 0.70206], [-0.50732, -5.06053, 0.49233], [0.40030, -4.83543, 2.00143]]}

---

| no. | maximum force (eV Å⁻¹) | E_tot (Ha) |
| --- | --- | --- |
| 1 | 3.9 | -3205.0666 |
| 2 | 7.0 | -758.2782 |
| 3 | 9.2 | -1644.4013 |
| 4 | 1.4 | -6557.6611 |